(a)
DFT (ωB97M-V/def2-TZVPD) results for a cluster of 2 separate species, CH3Cl2OP in total.

## Properties
**Kohn-Sham gap**: 0.2533 Eh
**Highest occupied orbital energy**: -9.09 eV
**E_LUMO**: -2.2 eV

Positions of all 8 atoms, in Å:
C (-0.062, -0.238, -1.179)
O (0.617, -0.284, 0.056)
P (0.054, -0.727, 1.470)
Cl (-1.602, 1.928, 1.475)
Cl (1.445, 0.109, 2.512)
H (0.688, 0.382, -1.820)
H (-0.947, 0.160, -0.998)
H (-0.193, -1.331, -1.517)

And the Löwdin charges, in e, turn out to be: number 1, C, carries -0.1215; number 2, O, carries -0.5838; number 3, P, carries 0.5610; number 4, Cl, carries -0.4362; number 5, Cl, carries 0.3254; number 6, H, carries 0.1422; number 7, H, carries -0.0060; number 8, H, carries 0.1189

=====

(b)
DFT (ωB97M-V/def2-TZVPD) results for a cluster of 2 separate species, CH3Cl2OP in total.

## Properties
**Kohn-Sham gap**: 0.3399 Eh
**Highest occupied orbital energy**: -9.97 eV
**E_LUMO**: -0.7 eV

Positions of all 8 atoms, in Å:
C (2.111, -0.378, -0.217)
O (-0.605, -0.552, -0.138)
P (0.534, 0.190, -0.043)
Cl (-4.268, -0.317, 0.246)
Cl (0.208, 2.147, -0.465)
H (-2.995, 0.112, 0.371)
H (3.008, 0.179, -0.027)
H (2.007, -1.380, 0.273)

And the Löwdin charges, in e, turn out to be: number 1, C, carries -0.2181; number 2, O, carries -0.3556; number 3, P, carries 0.2561; number 4, Cl, carries 0.2147; number 5, Cl, carries 0.3155; number 6, H, carries -0.2266; number 7, H, carries -0.0051; number 8, H, carries 0.0191

=====

Which is the most stable structure? (b) is the most stable.

=====

(a)
DFT (ωB97M-V/def2-TZVPD) results for a cluster of 2 separate species, C9H14 in total.

## Properties
**Kohn-Sham gap**: 0.3695 Eh
**Highest occupied orbital energy**: -9.01 eV
**SMILES**: Cc1ccccc1.CC
**E_LUMO**: 1.0 eV

Positions of all 23 atoms, in Å:
C (-1.724, -1.561, 0.951)
C (-0.550, -0.663, 1.192)
C (-0.770, 0.684, 1.520)
C (0.282, 1.570, 1.649)
C (1.588, 1.097, 1.554)
C (1.817, -0.253, 1.318)
C (0.760, -1.111, 1.056)
H (-2.188, -1.862, 1.893)
H (-1.480, -2.451, 0.376)
H (-2.504, -1.072, 0.362)
H (-1.817, 0.934, 1.658)
H (0.091, 2.625, 1.784)
H (2.393, 1.728, 1.733)
H (2.848, -0.543, 1.199)
H (0.908, -2.131, 0.758)
C (-0.721, 0.344, -2.260)
C (0.770, 0.431, -2.519)
H (-1.043, -0.694, -2.295)
H (-0.918, 0.741, -1.282)
H (-1.358, 0.891, -2.957)
H (1.260, 1.359, -2.234)
H (1.079, 0.242, -3.546)
H (1.277, -0.303, -1.909)

Atom charges from the Löwdin analysis, given in e for atoms 1 to 8: number 1, C, carries -0.0614; number 2, C, carries -0.2968; number 3, C, carries -0.0674; number 4, C, carries -0.0820; number 5, C, carries -0.0905; number 6, C, carries -0.0846; number 7, C, carries -0.0580; number 8, H, carries 0.0828

=====

(b)
DFT (ωB97M-V/def2-TZVPD) results for a cluster of 2 separate species, C9H14 in total.

## Properties
**Kohn-Sham gap**: 0.3632 Eh
**Highest occupied orbital energy**: -8.87 eV
**SMILES**: Cc1ccccc1.CC
**E_LUMO**: 1.0 eV

Positions of all 23 atoms, in Å:
C (0.019, -1.128, -2.582)
C (0.471, -0.151, -1.537)
C (0.824, -0.768, -0.341)
C (1.328, 0.035, 0.677)
C (0.968, 1.415, 0.588)
C (0.412, 1.998, -0.550)
C (0.429, 1.217, -1.744)
H (0.380, -2.214, -2.522)
H (0.422, -0.793, -3.621)
H (-1.002, -1.266, -2.508)
H (0.868, -1.797, -0.262)
H (1.761, -0.522, 1.574)
H (1.206, 2.034, 1.286)
H (0.165, 3.102, -0.694)
H (0.247, 1.773, -2.742)
C (-1.365, -0.285, 2.721)
C (-2.030, -1.470, 2.020)
H (-0.342, -0.540, 2.680)
H (-1.534, 0.585, 2.103)
H (-1.726, -0.084, 3.684)
H (-3.101, -1.262, 1.774)
H (-2.171, -2.363, 2.600)
H (-1.516, -1.824, 1.131)

Atom charges from the Löwdin analysis, given in e for atoms 1 to 8: number 1, C, carries -0.0726; number 2, C, carries -0.3090; number 3, C, carries -0.0835; number 4, C, carries -0.0648; number 5, C, carries -0.0961; number 6, C, carries -0.0744; number 7, C, carries -0.0527; number 8, H, carries 0.0961

=====

Which is the most stable structure? (a) is the most stable.

=====

(a)
DFT (ωB97M-V/def2-TZVPD) results for a cluster of 2 separate species, C9H14 in total.

## Properties
**Kohn-Sham gap**: 0.3670 Eh
**Highest occupied orbital energy**: -8.99 eV
**SMILES**: Cc1ccccc1.CC
**E_LUMO**: 1.0 eV

Positions of all 23 atoms, in Å:
C (2.378, 0.756, 0.280)
C (1.366, 0.391, -0.763)
C (1.578, -0.652, -1.657)
C (0.579, -1.011, -2.555)
C (-0.591, -0.279, -2.626)
C (-0.747, 0.859, -1.835)
C (0.224, 1.181, -0.911)
H (1.923, 0.983, 1.248)
H (2.896, 1.674, -0.017)
H (3.138, -0.005, 0.438)
H (2.418, -1.317, -1.497)
H (0.625, -1.960, -3.070)
H (-1.460, -0.666, -3.138)
H (-1.672, 1.417, -1.891)
H (0.155, 2.036, -0.243)
C (-1.960, -1.072, 2.427)
C (-1.213, 0.221, 2.116)
H (-1.380, -1.767, 3.033)
H (-2.887, -0.945, 2.989)
H (-2.209, -1.582, 1.495)
H (-1.632, 0.764, 1.272)
H (-0.156, 0.021, 1.989)
H (-1.374, 0.953, 2.916)

Atom charges from the Löwdin analysis, given in e for atoms 1 to 8: number 1, C, carries -0.0585; number 2, C, carries -0.2899; number 3, C, carries -0.0511; number 4, C, carries -0.0920; number 5, C, carries -0.1010; number 6, C, carries -0.0897; number 7, C, carries -0.0782; number 8, H, carries 0.0677

=====

(b)
DFT (ωB97M-V/def2-TZVPD) results for a cluster of 2 separate species, C9H14 in total.

## Properties
**Kohn-Sham gap**: 0.3600 Eh
**Highest occupied orbital energy**: -8.83 eV
**SMILES**: Cc1ccccc1.CC
**E_LUMO**: 1.0 eV

Positions of all 23 atoms, in Å:
C (-2.717, -0.518, 2.868)
C (-1.549, -0.858, 1.942)
C (-0.216, -0.996, 2.310)
C (0.805, -1.613, 1.551)
C (0.627, -1.675, 0.149)
C (-0.566, -1.273, -0.400)
C (-1.626, -0.999, 0.539)
H (-2.573, 0.401, 3.540)
H (-2.650, -1.174, 3.807)
H (-3.662, -0.511, 2.285)
H (0.117, -0.506, 3.329)
H (1.622, -2.078, 2.079)
H (1.406, -2.182, -0.446)
H (-0.742, -1.163, -1.391)
H (-2.585, -0.929, 0.042)
C (2.088, 1.316, -2.943)
C (1.456, 2.713, -2.649)
H (3.066, 1.321, -3.363)
H (2.196, 0.741, -2.008)
H (1.506, 0.766, -3.671)
H (0.871, 2.671, -1.728)
H (2.251, 3.410, -2.422)
H (0.875, 3.133, -3.419)

Atom charges from the Löwdin analysis, given in e for atoms 1 to 8: number 1, C, carries -0.0619; number 2, C, carries -0.2875; number 3, C, carries -0.0911; number 4, C, carries -0.0839; number 5, C, carries -0.1124; number 6, C, carries -0.0776; number 7, C, carries -0.0458; number 8, H, carries 0.0917

=====

(c)
DFT (ωB97M-V/def2-TZVPD) results for a cluster of 2 separate species, C9H14 in total.

## Properties
**Kohn-Sham gap**: 0.3694 Eh
**Highest occupied orbital energy**: -9.04 eV
**SMILES**: Cc1ccccc1.CC
**E_LUMO**: 1.0 eV

Positions of all 23 atoms, in Å:
C (-1.818, -0.773, 1.733)
C (-0.381, -0.356, 1.849)
C (0.221, 0.315, 0.783)
C (1.551, 0.696, 0.826)
C (2.268, 0.516, 2.005)
C (1.713, -0.212, 3.036)
C (0.384, -0.634, 2.969)
H (-1.962, -1.447, 0.885)
H (-2.470, 0.087, 1.568)
H (-2.169, -1.344, 2.590)
H (-0.414, 0.575, -0.057)
H (2.038, 1.170, -0.024)
H (3.296, 0.864, 2.081)
H (2.273, -0.405, 3.941)
H (0.056, -1.193, 3.837)
C (-0.788, -0.343, -3.103)
C (-0.384, 0.888, -3.924)
H (-1.106, -1.167, -3.756)
H (0.041, -0.816, -2.578)
H (-1.550, -0.054, -2.380)
H (-0.224, 1.726, -3.238)
H (-1.157, 1.174, -4.635)
H (0.583, 0.734, -4.406)

Atom charges from the Löwdin analysis, given in e for atoms 1 to 8: number 1, C, carries -0.0568; number 2, C, carries -0.2845; number 3, C, carries -0.0594; number 4, C, carries -0.0863; number 5, C, carries -0.1049; number 6, C, carries -0.0956; number 7, C, carries -0.0550; number 8, H, carries 0.0789

=====

(d)
DFT (ωB97M-V/def2-TZVPD) results for a cluster of 2 separate species, C9H14 in total.

## Properties
**Kohn-Sham gap**: 0.3639 Eh
**Highest occupied orbital energy**: -8.91 eV
**SMILES**: Cc1ccccc1.CC
**E_LUMO**: 1.0 eV

Positions of all 23 atoms, in Å:
C (2.429, 1.173, 1.042)
C (1.097, 0.459, 1.052)
C (1.160, -0.927, 1.015)
C (0.060, -1.691, 1.317)
C (-1.141, -0.962, 1.652)
C (-1.271, 0.415, 1.608)
C (-0.116, 1.096, 1.192)
H (3.099, 0.870, 1.855)
H (2.403, 2.314, 1.204)
H (2.818, 1.006, 0.033)
H (2.152, -1.389, 0.912)
H (-0.025, -2.773, 1.474)
H (-1.967, -1.509, 2.080)
H (-2.186, 0.952, 1.777)
H (-0.135, 2.163, 1.370)
C (-1.279, 0.010, -3.202)
C (-0.789, -0.230, -1.792)
H (-0.563, 0.606, -3.760)
H (-1.373, -0.939, -3.695)
H (-2.182, 0.593, -3.057)
H (-1.304, -1.201, -1.579)
H (-1.154, 0.369, -0.947)
H (0.266, -0.403, -1.552)

Atom charges from the Löwdin analysis, given in e for atoms 1 to 8: number 1, C, carries -0.0601; number 2, C, carries -0.3124; number 3, C, carries -0.0914; number 4, C, carries -0.0618; number 5, C, carries -0.0972; number 6, C, carries -0.0934; number 7, C, carries -0.0832; number 8, H, carries 0.0786

=====

Which is the most stable structure? (c) is the most stable.

=====

(a)
DFT (ωB97M-V/def2-TZVPD) results for a cluster of 2 separate species, C9H14 in total.

## Properties
**Kohn-Sham gap**: 0.3705 Eh
**Highest occupied orbital energy**: -9.05 eV
**SMILES**: Cc1ccccc1.CC
**E_LUMO**: 1.0 eV

Positions of all 23 atoms, in Å:
C (0.935, -1.996, -0.525)
C (-0.428, -1.348, -0.413)
C (-0.774, -0.393, -1.370)
C (-1.969, 0.286, -1.292)
C (-2.825, 0.014, -0.218)
C (-2.500, -0.958, 0.703)
C (-1.299, -1.648, 0.617)
H (0.978, -2.592, -1.437)
H (1.167, -2.607, 0.339)
H (1.749, -1.264, -0.542)
H (-0.075, -0.149, -2.170)
H (-2.309, 1.026, -2.002)
H (-3.760, 0.553, -0.096)
H (-3.230, -1.196, 1.480)
H (-1.024, -2.420, 1.328)
C (2.575, 1.682, 1.045)
C (1.257, 1.992, 0.338)
H (3.332, 1.349, 0.344)
H (2.944, 2.531, 1.621)
H (2.497, 0.906, 1.815)
H (1.410, 2.186, -0.722)
H (0.788, 2.885, 0.749)
H (0.562, 1.163, 0.408)

Atom charges from the Löwdin analysis, given in e for atoms 1 to 8: number 1, C, carries -0.0487; number 2, C, carries -0.2974; number 3, C, carries -0.0824; number 4, C, carries -0.0852; number 5, C, carries -0.1017; number 6, C, carries -0.0971; number 7, C, carries -0.0549; number 8, H, carries 0.0815

=====

(b)
DFT (ωB97M-V/def2-TZVPD) results for the molecule C9H14.

## Properties
**Kohn-Sham gap**: 0.3337 Eh
**Highest occupied orbital energy**: -8.04 eV
**SMILES**: CC1(C)[C@H]2[C@]3(C)CC[C@@]213
**E_LUMO**: 1.0 eV

Positions of all 23 atoms, in Å:
C (0.877, -2.178, -1.142)
C (0.623, -1.138, -0.089)
C (1.498, -1.249, 1.128)
C (-0.739, -0.535, -0.085)
C (-0.709, 0.850, 0.454)
C (-0.658, 1.225, 1.908)
C (-1.380, 1.767, -0.589)
C (-0.275, 1.419, -1.626)
C (0.335, 0.529, -0.578)
H (1.899, -2.127, -1.513)
H (0.201, -2.067, -1.985)
H (0.724, -3.163, -0.700)
H (2.511, -1.522, 0.838)
H (1.105, -2.026, 1.785)
H (1.545, -0.315, 1.674)
H (-1.529, -0.929, -0.706)
H (-0.248, 0.426, 2.516)
H (-1.672, 1.420, 2.258)
H (-0.064, 2.125, 2.061)
H (-1.407, 2.815, -0.301)
H (-2.381, 1.452, -0.879)
H (-0.614, 0.953, -2.555)
H (0.359, 2.270, -1.873)

Atom charges from the Löwdin analysis, given in e for atoms 1 to 8: number 1, C, carries -0.0461; number 2, C, carries -0.3442; number 3, C, carries -0.0485; number 4, C, carries -0.0941; number 5, C, carries -0.4087; number 6, C, carries -0.0287; number 7, C, carries -0.0974; number 8, C, carries -0.1229

=====

Which is the most stable structure? (a) is the most stable.